ORCA calculation (wB97M-V/def2-TZVPD) on a cluster of 11 separate species, C34H77F4NO37P6 in total.

Geometry as ORCA input:
```
! wB97M-V def2-TZVPD RIJCOSX def2/J DEFGRID3
* xyz 0 1
O 1.6603 0.5201 5.4509
C 0.4498 0.7662 5.2185
O -0.4081 0.2912 4.3005
C -1.6102 1.0096 4.1871
C -1.4725 1.9401 5.3471
F -2.5099 1.7119 6.1529
O -0.2297 1.6338 5.9821
H -1.8487 1.5042 3.2455
H -2.3697 0.2582 4.4027
H -1.5674 2.9997 5.1101
O 1.9146 -3.9777 -4.9220
C 0.9557 -4.2736 -4.2061
O 0.7544 -3.7287 -2.9659
C -0.6885 -3.8382 -2.4795
C -1.0001 -5.0014 -3.4439
F -2.2336 -5.0666 -4.0539
O -0.0372 -4.9817 -4.4944
H -0.7809 -4.0647 -1.4173
H -1.3096 -2.9647 -2.6777
H -1.0389 -5.8515 -2.7627
O -2.2534 1.4854 -2.0916
C -3.0875 2.2581 -2.4916
O -2.8670 3.4182 -3.0206
C -4.0305 3.9521 -3.4409
C -5.0770 2.8694 -3.1334
F -5.4229 2.3143 -4.3133
O -4.3915 2.0127 -2.3799
H -4.2037 4.8277 -2.8153
H -4.1127 4.2546 -4.4849
H -5.9961 3.3133 -2.7510
O 4.2444 -4.8280 3.0853
C 3.2225 -4.1491 3.1733
O 2.1241 -4.5384 2.6419
C 1.1650 -3.4319 2.6147
C 1.8638 -2.3618 3.3304
F 1.0712 -2.1583 4.3233
O 3.1475 -2.9535 3.6140
H 1.0494 -3.2515 1.5460
H 0.2496 -3.8008 3.0773
H 1.7484 -1.4770 2.7043
C -0.1325 7.6326 3.6261
O -0.1716 6.4602 2.9000
P -0.7834 5.1516 3.4007
O -2.2680 5.1608 3.5116
O -0.0866 4.9396 4.7961
C 1.2454 4.4708 4.9560
O -0.1824 3.9316 2.5068
C 0.9346 4.1372 1.7532
H 0.6161 7.4997 4.4072
H -0.9861 7.9657 4.2163
H 0.0077 8.3644 2.8306
H 1.6201 4.7969 5.9262
H 2.0072 4.8717 4.2875
H 1.1905 3.3843 4.8873
H 1.8354 4.0503 2.3607
H 1.0009 5.0786 1.2078
H 0.7636 3.3808 0.9872
C -1.8461 -6.2758 4.2660
O -1.3700 -5.8961 2.9959
P -2.4603 -5.5276 1.7859
O -1.8357 -4.9081 0.6149
O -3.6822 -4.5515 2.5705
C -3.9154 -3.1715 2.4469
O -3.3136 -6.9571 1.4956
C -2.9290 -8.0595 0.7399
H -2.1820 -5.3770 4.7830
H -0.9912 -6.7951 4.6992
H -2.6426 -7.0095 4.1421
H -4.6709 -2.7709 3.1228
H -4.3150 -2.8826 1.4748
H -2.9073 -2.7736 2.5634
H -2.4937 -8.8422 1.3611
H -2.2307 -7.8600 -0.0730
H -3.7956 -8.5402 0.2860
C 1.9539 2.8333 -1.6991
O 2.9675 3.8736 -1.6596
P 3.9549 4.0192 -2.9329
O 3.1536 3.8991 -4.1952
O 4.7139 5.3907 -2.6728
C 4.1354 6.5271 -2.2181
O 5.1021 2.8418 -2.7270
C 5.0188 1.5953 -3.4905
H 1.2608 3.0348 -0.8822
H 2.4792 1.9038 -1.4795
H 1.3365 2.7395 -2.5925
H 4.7431 7.3662 -2.5566
H 4.1800 6.6713 -1.1386
H 3.1351 6.7587 -2.5840
H 3.9959 1.2205 -3.5278
H 5.4966 0.7298 -3.0315
H 5.3350 1.6408 -4.5326
C 1.9617 -2.3764 -7.7383
O 2.4247 -1.1485 -8.2477
P 1.5849 0.1750 -7.8236
O 0.4090 0.5850 -8.6560
O 1.1651 -0.2093 -6.2896
C 0.2982 0.4959 -5.3902
O 2.7746 1.3588 -7.7147
C 3.9452 1.3304 -6.8650
H 2.6191 -2.6962 -6.9298
H 1.9945 -2.9836 -8.6429
H 0.9524 -2.3129 -7.3316
H 0.8681 1.2808 -4.8929
H 0.0039 -0.1124 -4.5350
H -0.4639 1.1551 -5.8057
H 4.4494 2.2888 -6.7410
H 4.6656 0.5668 -7.1583
H 3.5460 0.9527 -5.9236
C 4.4510 2.3453 0.9611
O 5.4927 1.7097 1.6962
P 5.2266 0.3032 2.4241
O 3.8476 0.0704 2.7805
O 5.9063 -0.7709 1.3952
C 5.9254 -2.1366 1.6891
O 6.2635 0.4914 3.6590
C 5.9404 1.1369 4.8636
H 3.9297 1.5273 0.4637
H 4.9290 2.8282 0.1089
H 3.8079 3.0420 1.4988
H 5.1970 -2.6398 1.0532
H 5.6230 -2.1929 2.7348
H 6.8744 -2.6619 1.5814
H 6.4123 2.1185 4.9068
H 6.3971 0.5445 5.6564
H 4.8565 1.1672 4.9746
C -8.3839 -2.1143 2.5122
O -8.1948 -0.9457 1.7952
P -6.7769 -0.5620 1.0059
O -5.6113 -0.4468 1.9368
O -6.6046 -1.6762 -0.2041
C -5.2764 -1.9532 -0.8143
O -7.1774 0.7369 0.1745
C -8.3427 0.5908 -0.6249
H -9.3723 -2.0920 2.9712
H -7.7944 -2.1874 3.4261
H -8.1757 -3.0818 2.0554
H -4.6587 -1.0680 -0.6631
H -5.4148 -2.0732 -1.8888
H -4.7938 -2.8065 -0.3378
H -8.0763 0.6828 -1.6778
H -9.0002 1.4286 -0.3926
H -8.9324 -0.3195 -0.5163
C 2.8356 -1.3001 -0.7759
O 2.0408 -0.3334 -1.4198
C 0.6319 -0.4952 -1.2508
C 0.1306 -0.5920 0.2180
C -1.4281 -0.6955 0.2671
N 0.3537 0.7063 0.8066
H 3.7707 -1.3366 -1.3348
H 2.2960 -2.2466 -0.7432
H 3.1968 -0.9557 0.1932
H 0.1321 0.2372 -1.8847
H 0.3659 -1.4157 -1.7705
H 0.7214 -1.3343 0.7548
H -1.8421 -1.5788 -0.2190
H -1.8284 0.1839 -0.2374
H -1.6082 -0.7149 1.3420
H 0.1589 0.7810 1.7948
H 1.3152 0.9799 0.6622
*
```

For the frontier orbital gap, the calculation gives 9.623 eV. The total energy comes out at -180364.0007 eV. The HOMO energy comes out at -9.4461 eV. Its largest force on an atom is 6.1 eV/A. The structure (SMILES) is O=C1OC[C@@H](F)O1.O=C1OC[C@@H](F)O1.O=C1OC[C@@H](F)O1.O=C1OC[C@@H](F)O1.COP(=O)(OC)OC.COP(=O)(OC)OC.COP(=O)(OC)OC.COP(=O)(OC)OC.COP(=O)(OC)OC.COP(=O)(OC)OC.COC[C@H](C)N.